# 1
6
Properties=species:S:1:pos:R:3:forces:R:3 method="wB97M-V/def2-TZVPD" e_above_lowest_kj_mol=0.00 spin_multiplicity=3
C 1.7407 -1.5333 2.0899 0.1 0.6 -0.6
N 2.1280 -2.2372 2.9081 0.4 -1.1 1.2
Si -0.0137 -0.0775 0.0543 -1.6 -1.6 0.3
H -1.1244 0.4625 0.9004 -0.1 -0.7 -0.4
H 0.6595 1.0862 -0.2853 1.2 1.3 -1.1
H -0.1243 -1.3572 -0.8311 -0.1 1.3 0.6

# 2
6
Properties=species:S:1:pos:R:3:forces:R:3 method="wB97M-V/def2-TZVPD" smiles=[O-]CO e_above_lowest_kj_mol=11.45 charge=-1
O 1.0196 0.0618 1.0032 -0.1 0.3 0.5
C 0.3559 -0.1693 -0.0778 -0.2 -0.9 -0.3
O -0.8651 0.7044 -0.3299 0.4 0.2 -0.3
H 0.9606 -0.0271 -1.0172 -0.5 -0.1 0.0
H -0.1745 -1.1915 -0.0964 0.6 0.3 -0.3
H -1.2965 0.6217 0.5181 -0.2 0.2 0.4

# 3
6
Properties=species:S:1:pos:R:3:forces:R:3 method="wB97M-V/def2-TZVPD" e_above_lowest_kj_mol=45.14 spin_multiplicity=2
H 0.3264 0.6719 0.0000 -0.4 -0.6 0.0
C -1.2213 -0.9479 0.0000 0.6 -3.1 0.0
O -2.1878 -0.2914 0.0000 1.6 1.0 0.0
H 0.0451 -1.0983 0.0000 -2.5 1.6 0.0
H 1.8818 0.5481 0.0000 1.3 -1.7 0.0
O 1.1558 1.1176 0.0000 -0.6 2.8 0.0

# 4
7
Properties=species:S:1:pos:R:3:forces:R:3 method="wB97M-V/def2-TZVPD" e_above_lowest_kj_mol=359.54 charge=-1
C 2.0516 -0.1250 0.1025 1.1 2.8 1.8
O -3.0621 -1.1922 -0.2168 -0.2 -1.2 -0.3
O -2.9897 1.2560 -0.2378 0.0 0.8 -0.1
S -2.7031 0.0236 0.5434 0.3 0.3 0.5
H 1.5190 0.6589 -0.3818 -0.8 0.5 0.1
H 2.8916 0.2307 0.7436 -0.9 -0.5 -0.2
H 2.2927 -0.8520 -0.5531 0.6 -2.8 -1.7

# 5
7
Properties=species:S:1:pos:R:3:forces:R:3 method="wB97M-V/def2-TZVPD" smiles=[O-]SCO e_above_lowest_kj_mol=322.61 charge=-1
O 0.8833 -2.0608 -0.9404 0.3 -0.1 -1.0
S 0.4369 -1.6529 0.4647 -1.1 1.7 1.2
C 0.0923 0.3245 0.0446 1.0 -1.0 -0.5
O -0.6290 1.3958 0.7664 -0.4 -0.8 0.0
H -0.3470 0.1676 -0.9321 -0.4 0.0 -0.2
H 1.1989 0.5316 -0.2190 -1.8 0.8 1.0
H -1.6354 1.2942 0.8158 2.4 -0.6 -0.5

# 6
8
Properties=species:S:1:pos:R:3:forces:R:3 method="wB97M-V/def2-TZVPD" e_above_lowest_kj_mol=146.73 charge=-1
C 0.4569 0.4160 0.5893 1.2 -4.7 -0.2
O -1.8106 0.4139 -0.7471 -1.8 0.7 -0.2
O -1.1971 -1.6997 0.4920 -0.8 -0.1 0.0
S 1.7684 0.3730 -0.6051 0.2 0.5 -0.7
S -0.8542 -0.6458 -0.4811 1.6 -0.2 1.3
H 0.7122 -0.2027 1.4901 -0.2 0.5 -0.9
H 0.0882 1.3143 0.8583 -1.2 3.1 0.5
H 0.8361 0.0310 -1.5964 1.2 0.1 0.2